a) Molecular formula: C2H3BrO2
Method: DFT, the ωB97M-V functional and the def2-TZVPD basis

Structure (XYZ):
```
8
C2H3BrO2 (the ωB97M-V functional and the def2-TZVPD basis)
Br -2.3710 -0.1289 -0.0614
O 0.9355 1.3611 0.2231
O 1.7673 0.3043 -0.1427
C -0.4541 -0.5433 0.3861
C 0.4471 0.3496 -0.4451
H -0.0712 -0.4816 1.4635
H -0.2391 -1.5692 -0.0414
H -0.0146 0.7081 -1.3821
```

Values from the calculation:
Structure (SMILES)   BrCC1OO1
Frontier orbital gap   11.07 eV

***

b) Molecular formula: C2H3BrO2
Method: DFT, the ωB97M-V functional and the def2-TZVPD basis

Structure (XYZ):
```
8
C2H3BrO2 (the ωB97M-V functional and the def2-TZVPD basis)
Br 2.0694 0.4840 -0.0893
O -1.3040 2.0096 0.0614
O -2.1332 0.8559 -0.1141
C 0.1391 0.1032 -0.5101
C -0.8732 0.7521 0.3501
H -0.9837 -0.0909 2.5402
H 0.1695 -1.0379 -0.6045
H 0.1266 0.3408 -1.5962
```

Values from the calculation:
Frontier orbital gap (spin up / spin down)   9.77 / 9.35 eV

***

Which structure is the least stable? The one labeled b).

***

a) Molecular formula: C3H4ClFO
Method: DFT, the ωB97M-V functional and the def2-TZVPD basis

Structure (XYZ):
```
10
C3H4ClFO (the ωB97M-V functional and the def2-TZVPD basis)
Cl -0.8144 1.9156 -0.1233
F 2.3508 -0.0816 -0.2556
O -1.7615 -0.7760 -0.4940
C -0.5877 -0.6608 0.3504
C 1.4252 0.8441 -0.1976
C 0.1745 0.5398 0.0718
H -1.6531 -1.6084 -0.9447
H 0.0662 -1.5174 0.4678
H 1.8401 1.8349 -0.2304
H -1.0401 -0.4902 1.3556
```

Values from the calculation:
Structure (SMILES)   OC/C(Cl)=C\F
Frontier orbital gap   10.08 eV

***

b) Molecular formula: C3H4ClFO
Method: DFT, the ωB97M-V functional and the def2-TZVPD basis

Structure (XYZ):
```
10
C3H4ClFO (the ωB97M-V functional and the def2-TZVPD basis)
Cl 1.9232 -0.6554 -0.8065
F 1.7482 0.4159 1.4751
O -0.1065 1.9674 0.3523
C -0.1894 0.7711 0.2223
C 0.9779 -0.1840 0.6922
C -1.0985 -0.0629 -0.5559
H -1.4288 -1.0464 -0.0599
H 0.6424 -1.2288 1.0450
H -1.9799 0.4502 -0.8551
H -0.4887 -0.4270 -1.5094
```

Values from the calculation:
Structure (SMILES)   CC(=O)[C@H](F)Cl
Frontier orbital gap   10.56 eV

***

Which structure is the least stable? The one labeled a).

***

a) Molecular formula: C2H10N2O3
Method: DFT, the ωB97M-V functional and the def2-TZVPD basis

Structure (XYZ):
```
17
C2H10N2O3 (the ωB97M-V functional and the def2-TZVPD basis)
O -0.4093 0.9575 2.3449
O -2.4217 -0.8050 1.1631
O 2.8981 -0.0674 -1.0202
N 0.8985 -0.4830 -0.0274
N -0.2796 0.9437 -1.4903
C 0.2448 -0.4068 -1.3011
C 2.2478 -0.4072 -0.0152
H 0.5410 -0.3351 0.9640
H 2.8644 -0.7189 0.8566
H -0.6125 -1.1027 -1.3529
H -1.3182 0.6601 2.1247
H -0.5888 1.9029 2.3809
H -2.0643 -1.6951 1.1592
H -2.4623 -0.4629 0.2549
H -0.8204 1.0393 -2.3483
H 0.4458 1.6421 -1.5401
H 0.8366 -0.6614 -2.1526
```

Values from the calculation:
Structure (SMILES)   NCNC=O.O.O
Frontier orbital gap   9.98 eV

***

b) Molecular formula: C2H10N2O3
Method: DFT, the ωB97M-V functional and the def2-TZVPD basis

Structure (XYZ):
```
17
C2H10N2O3 (the ωB97M-V functional and the def2-TZVPD basis)
O -1.9229 -0.9796 0.8729
O -2.8568 1.1312 -2.1416
O 2.3273 -1.7795 -0.6164
N 0.9823 0.1487 -0.5310
N 0.6713 0.3552 1.8007
C 1.4698 -1.0477 -1.0501
C 1.5928 0.6180 0.6822
H 1.1700 -1.1774 -2.1035
H 2.4032 -0.0799 0.9004
H 2.1020 1.5848 0.5622
H 0.6841 1.0108 2.5937
H 0.0355 0.1992 -0.8625
H 0.7900 -0.5847 2.1386
H -1.3013 -1.7257 0.8640
H -3.3149 1.9664 -2.3155
H -3.6254 0.6794 -1.7363
H -1.2069 -0.3192 0.9421
```

Values from the calculation:
Structure (SMILES)   NCNC=O.O.O
Frontier orbital gap   10.40 eV

***

Which structure is the least stable? The one labeled b).